DFT (ωB97M-V/def2-TZVPD) results for one molecule with the formula C7H12O2 at a distorted geometry.

Geometry as XYZ:
```
21
Properties=species:S:1:pos:R:3
C 1.164 -1.788 1.650
C 1.214 -1.231 0.439
C -0.245 -0.546 -0.300
O -0.606 -1.475 -1.322
C -1.389 -0.119 0.609
C -1.702 0.928 -0.450
C 0.138 0.812 -0.825
C 0.864 1.852 -0.011
O 0.581 0.830 -2.142
H 2.053 -2.192 2.135
H 0.235 -1.881 2.209
H 2.169 -1.170 -0.087
H -0.425 -2.332 -0.892
H -1.091 0.290 1.577
H -2.147 -0.889 0.754
H -1.900 1.941 -0.109
H -2.356 0.625 -1.265
H 0.722 2.842 -0.453
H 1.937 1.644 -0.010
H 0.516 1.875 1.023
H 0.270 -0.014 -2.529
```

Properties
- multiplicity = 1
- SMILES = C=C[C@@]1(O)CC[C@]1(C)O
- LUMO (eV) = 0.84
- charge = 0
- gap between HOMO and LUMO (eV) = 9.06
- ΔE to the lowest compared entry with this formula, charge and spin (kJ/mol) = 277.58
- DFT total energy (Eh) = -424.290284

***

DFT (ωB97M-V/def2-TZVPD) results for one molecule with the formula C5H11NO at a distorted geometry.

Geometry as XYZ:
```
18
Properties=species:S:1:pos:R:3
N -1.756 -1.064 0.979
C -0.366 -0.752 1.244
C 0.641 -1.111 0.158
C 0.355 -0.407 -1.161
C 0.030 1.111 -1.064
C 1.122 1.978 -0.398
O 2.120 1.657 0.162
H -2.209 -0.296 0.484
H -2.399 -1.228 1.736
H -0.238 0.260 1.658
H -0.032 -1.382 2.086
H 1.636 -0.953 0.565
H 0.575 -2.197 0.059
H 1.243 -0.577 -1.778
H -0.577 -0.807 -1.574
H -0.857 1.237 -0.452
H -0.083 1.519 -2.062
H 0.796 3.014 -0.643
```

Properties
- multiplicity = 1
- SMILES = NCCCCC=O
- LUMO (eV) = 0.93
- charge = 0
- gap between HOMO and LUMO (eV) = 10.22
- ΔE to the lowest compared entry with this formula, charge and spin (kJ/mol) = 153.86
- DFT total energy (Eh) = -327.072744

***

DFT (ωB97M-V/def2-TZVPD) results for one molecule with the formula C5H6N2 at a distorted geometry.

Geometry as XYZ:
```
13
Properties=species:S:1:pos:R:3
H -3.439 0.982 -0.084
N -2.612 0.389 -0.092
C -1.509 0.985 -0.010
C -0.228 0.179 0.025
C -0.306 -1.307 0.047
N 0.790 0.930 -0.037
C 2.074 0.432 -0.068
C 3.270 0.262 -0.009
H -1.372 2.070 0.063
H -1.256 -1.620 0.471
H -0.249 -1.680 -0.976
H 0.531 -1.718 0.609
H 4.305 0.096 0.061
```

Properties
- multiplicity = 1
- SMILES = [H]/N=C/C(C)=N/C#C
- LUMO (eV) = 0.00
- charge = 0
- gap between HOMO and LUMO (eV) = 9.44
- ΔE to the lowest compared entry with this formula, charge and spin (kJ/mol) = 271.19
- DFT total energy (Eh) = -303.532782

***

DFT (ωB97M-V/def2-TZVPD) results for C2H6N4O2 as an isolated structure at a distorted geometry.

Geometry as XYZ:
```
14
Properties=species:S:1:pos:R:3
C -0.353 -0.316 1.298
C -0.174 0.180 -0.921
H -1.281 0.949 2.941
H -0.248 -0.447 3.255
H 1.195 -1.206 0.511
H -0.219 -1.716 -0.677
H 0.754 2.014 -1.338
H 1.076 -0.010 -3.071
N -0.979 0.054 2.432
N 0.347 -1.349 1.225
N -0.059 -1.012 -1.301
N 0.014 1.232 -1.747
O -0.402 0.628 0.264
O 0.328 0.998 -2.868
```

Properties
- multiplicity = 1
- LUMO (eV) = 0.37
- charge = 0
- gap between HOMO and LUMO (eV) = 9.13
- ΔE to the lowest compared entry with this formula, charge and spin (kJ/mol) = 596.51
- DFT total energy (Eh) = -449.093979

***

DFT (ωB97M-V/def2-TZVPD) results for a 2-piece molecular cluster, C4H5O2P overall at a distorted geometry.

Geometry as XYZ:
```
12
Properties=species:S:1:pos:R:3
C -0.243 -2.332 -0.351
C -1.079 -1.485 -0.134
O -1.753 -0.527 0.440
P -2.112 1.017 -0.149
H 0.105 -3.261 -0.703
H -1.505 1.377 1.009
H -3.555 1.141 0.248
C 2.559 0.742 0.140
C 1.439 0.996 -0.434
O 0.344 1.175 -0.745
H 3.416 1.394 0.133
H 2.385 -0.238 0.546
```

Properties
- multiplicity = 1
- SMILES = C#COP.C=C=O
- LUMO (eV) = 0.58
- charge = 0
- gap between HOMO and LUMO (eV) = 9.85
- ΔE to the lowest compared entry with this formula, charge and spin (kJ/mol) = 416.34
- DFT total energy (Eh) = -647.070110

***

DFT (ωB97M-V/def2-TZVPD) results for one molecule with the formula C3H4O2 at a distorted geometry.

Geometry as XYZ:
```
9
Properties=species:S:1:pos:R:3
C -0.282 -1.251 -0.444
C 0.637 0.329 0.823
C -0.029 0.893 -0.337
O -0.248 -0.104 -1.252
O -0.692 0.694 0.900
H 0.254 -2.053 -0.913
H -0.849 -1.273 0.441
H 1.350 0.837 1.551
H -0.142 1.927 -0.769
```

Properties
- multiplicity = 1
- LUMO (alpha / beta) (eV) = 0.16 / 0.25
- charge = 0
- gap between HOMO and LUMO (alpha / beta) (eV) = 8.53 / 8.71
- ΔE to the lowest compared entry with this formula, charge and spin (kJ/mol) = 531.52
- DFT total energy (Eh) = -266.990339

***

no.,molecular weight (u)
1,128.17
2,101.15
3,94.12
4,118.10
5,116.06
6,72.06